Entry 1:
Entry from the OMol25 dataset: a molecular structure, C32H50AlClO2P at a distorted geometry (ωB97M-V/def2-TZVPD).

Computed properties:
HOMO-LUMO gap (eV): 4.48
LUMO energy (eV): 2.63
Relative energy (zero: lowest compared OMol25 entry of this formula, charge and spin) (kJ/mol): 0.0
DFT total energy (hartree): -2443.8876
HOMO energy (eV): -1.84

ORCA input file:
```
! wB97M-V def2-TZVPD RIJCOSX def2/J DEFGRID3
* xyz -1 1
Al -0.47 -0.09 1.09
Cl -2.69 0.30 1.51
P -0.35 0.20 -1.10
C -1.16 1.39 4.00
H -0.37 2.05 3.65
H -2.07 1.86 4.36
C 1.06 -0.72 -1.91
C -0.31 2.00 -1.56
C 2.45 -0.12 -1.65
H 1.03 -1.69 -1.38
C 3.55 -1.06 -2.15
H 2.53 0.85 -2.16
H 2.59 0.09 -0.59
C 3.38 -1.41 -3.64
H 4.53 -0.61 -1.98
H 3.52 -1.99 -1.56
C 1.98 -1.97 -3.91
H 3.53 -0.50 -4.24
H 4.15 -2.12 -3.96
C 0.90 -1.00 -3.41
H 1.84 -2.16 -4.98
H 1.87 -2.93 -3.40
H 0.99 -0.05 -3.95
H -0.09 -1.40 -3.64
C -1.89 -0.52 -1.91
C 0.09 2.38 -3.00
H -1.37 2.27 -1.44
C -0.22 3.86 -3.25
H 1.17 2.22 -3.13
H -0.41 1.75 -3.74
C 0.53 4.75 -2.25
H 0.05 4.13 -4.28
H -1.30 4.02 -3.15
C 0.23 4.35 -0.81
H 1.61 4.66 -2.44
H 0.27 5.81 -2.42
C 0.50 2.86 -0.56
H 0.82 4.95 -0.11
H -0.83 4.55 -0.58
H 1.57 2.65 -0.70
H 0.25 2.59 0.47
C -2.01 -2.05 -2.04
H -2.66 -0.20 -1.19
C -3.45 -2.41 -2.46
H -1.31 -2.42 -2.80
H -1.77 -2.55 -1.10
C -3.84 -1.73 -3.77
H -3.54 -3.50 -2.55
H -4.14 -2.10 -1.67
C -3.65 -0.21 -3.68
H -3.22 -2.12 -4.59
H -4.89 -1.96 -4.02
C -2.22 0.15 -3.26
H -3.88 0.26 -4.65
H -4.36 0.21 -2.95
H -1.52 -0.20 -4.03
H -2.12 1.23 -3.18
C -0.30 -1.89 0.93
C -1.02 0.06 3.99
H -0.18 -2.43 -0.02
C -2.06 -0.91 4.45
H -0.10 -0.38 3.61
C -1.60 -2.38 4.34
H -2.34 -0.69 5.49
H -2.96 -0.79 3.83
C -1.59 -2.91 2.90
H -0.60 -2.47 4.78
H -2.27 -3.00 4.95
C -0.24 -2.75 2.16
H -1.83 -3.98 2.91
H -2.38 -2.41 2.32
H 0.52 -2.38 2.86
H 0.09 -3.75 1.84
O 2.44 2.56 2.35
C 1.94 1.38 2.64
O 0.98 0.92 1.84
C 2.27 0.78 3.95
C 2.34 -0.61 4.12
C 2.61 -1.15 5.38
C 2.82 -0.31 6.48
C 2.77 1.07 6.31
C 2.52 1.62 5.05
H 2.21 -1.25 3.28
H 2.66 -2.23 5.51
H 3.01 -0.74 7.46
H 2.94 1.72 7.16
H 2.47 2.70 4.95
*
```

***

Entry 2:
Entry from the OMol25 dataset: a single C4H7NO3 molecule at a distorted geometry (ωB97M-V/def2-TZVPD).

Computed properties:
HOMO-LUMO gap (eV): 10.81
LUMO energy (eV): 0.69
Relative energy (zero: lowest compared OMol25 entry of this formula, charge and spin) (kJ/mol): 33.3
DFT total energy (hartree): -437.1307
HOMO energy (eV): -10.11

ORCA input file:
```
! wB97M-V def2-TZVPD RIJCOSX def2/J DEFGRID3
* xyz 0 1
N 1.43 -2.38 0.01
C 0.36 -1.60 -0.36
O -0.65 -2.00 -0.89
C 0.46 -0.16 0.12
C -0.50 0.77 -0.59
C -1.22 1.61 0.45
O -1.97 1.23 1.31
O -0.79 2.89 0.48
H 1.34 -3.32 -0.34
H 2.35 -1.98 -0.08
H 0.19 -0.23 1.19
H 1.52 0.16 0.05
H 0.00 1.35 -1.37
H -1.30 0.27 -1.17
H -1.23 3.39 1.19
*
```

***

Entry 3:
Entry from the OMol25 dataset: 2 unconnected molecules or ions with the total composition C2H7NO3 at a distorted geometry (ωB97M-V/def2-TZVPD).

Computed properties:
HOMO-LUMO gap (alpha / beta) (eV): 9.60 / 9.59
LUMO energy (alpha / beta) (eV): 0.05 / 0.05
Relative energy (zero: lowest compared OMol25 entry of this formula, charge and spin) (kJ/mol): 664.7
DFT total energy (hartree): -360.6605
HOMO energy (alpha / beta) (eV): -9.54 / -9.54

ORCA input file:
```
! wB97M-V def2-TZVPD RIJCOSX def2/J DEFGRID3
* xyz 0 1
C 1.86 0.41 -0.61
O 0.54 1.00 -0.59
N 0.10 1.08 0.68
O -1.03 1.78 0.66
H 2.55 1.01 -0.01
H 1.81 -0.61 -0.21
H 2.15 0.41 -1.65
C -1.29 -1.25 0.08
O -0.98 -0.39 1.15
H -1.54 0.98 1.17
H -1.17 -0.74 -0.89
H -2.34 -1.55 0.14
H -0.66 -2.14 0.08
*
```